# 1
80
Properties=species:S:1:pos:R:3:forces:R:3 method="wB97M-V/def2-TZVPD" fmax_ev_per_a=1.9 relative_energy_kcal_mol=0.00 lumo_energy_ev="-3.1 / -3.2" homo_lumo_gap_ha="0.2330 / 0.2427" total_charge=+1 spin_multiplicity=4
V -10.930654 12.238987 15.385856 0.1 0.3 1.3
C -11.827097 11.287612 12.515029 0.4 -0.7 -0.4
O -12.099268 12.153976 13.589571 0.3 -0.4 0.3
C -12.904536 13.242231 13.353343 0.1 0.6 0.8
C -13.711847 13.333613 12.249053 -0.3 0.1 -0.2
C -14.529543 14.458862 12.109036 1.0 -0.3 0.8
C -14.465572 15.469457 13.052770 0.3 -0.7 -0.5
C -13.600053 15.375457 14.130506 -0.7 0.4 -0.1
C -12.840313 14.252013 14.345320 -0.1 -0.5 -1.1
N -11.982863 14.060419 15.447032 -0.2 0.0 0.4
N -12.143119 14.961016 16.345974 0.0 -0.4 -0.2
C -11.447821 14.947349 17.497494 -0.1 1.2 0.2
C -10.377859 14.090066 17.785849 0.6 -1.8 0.3
O -10.027127 13.074759 17.060489 0.1 0.2 -0.3
C -9.675261 14.219781 19.044029 -0.1 0.0 -0.3
C -10.039325 15.133273 19.959103 -0.1 0.0 -0.4
C -11.080744 16.070384 19.677306 -0.7 0.8 0.8
C -11.451177 17.051770 20.643423 0.4 0.0 -0.7
C -12.395643 18.021626 20.375164 0.2 -0.7 0.0
C -13.039624 17.970043 19.135277 0.1 0.4 -0.3
C -12.728340 17.024617 18.194313 0.3 -0.7 0.3
C -11.765164 16.029134 18.457600 0.0 -0.4 -0.6
H -11.452257 11.827485 11.650864 0.0 0.2 -0.1
H -11.061746 10.588859 12.842996 0.1 0.1 0.1
H -12.689483 10.698315 12.228944 -0.3 0.0 0.0
H -13.710572 12.532856 11.517944 -0.1 0.2 0.0
H -15.146226 14.555941 11.260301 -0.7 0.0 -0.8
H -15.065360 16.333223 12.893722 -0.3 0.6 0.1
H -13.571792 16.183387 14.828925 0.2 0.3 0.4
H -8.890283 13.501658 19.231115 0.0 0.0 0.0
H -9.535525 15.168641 20.905053 0.1 0.1 0.4
H -10.873716 17.061167 21.550042 0.0 0.1 0.4
H -12.653791 18.786781 21.095630 0.1 -0.1 0.0
H -13.745146 18.730280 18.846134 -0.3 0.2 0.2
H -13.244736 16.990028 17.256187 -0.2 0.1 -0.3
S -6.523550 6.421645 14.886295 0.3 0.0 0.0
C -5.170634 6.778709 13.886486 -0.4 0.3 -0.1
C -5.297288 8.019377 13.329193 1.1 0.0 -0.1
C -6.452647 8.704288 13.767065 0.1 0.9 -0.3
C -7.216008 7.976897 14.621683 -0.7 -0.2 0.6
C -8.464313 8.391670 15.311915 0.8 0.3 -0.5
C -8.961470 9.691942 15.117761 -0.1 0.4 -0.3
N -10.090062 10.131193 15.637875 0.2 1.1 -0.3
C -10.803958 9.343179 16.457104 1.0 -0.9 -0.4
C -10.349776 8.053312 16.757587 -0.6 0.4 -0.1
C -11.146356 7.221419 17.589331 -0.4 -0.3 0.4
C -12.306815 7.691166 18.102505 -0.2 -0.1 0.2
C -12.773519 9.045673 17.837625 0.5 -1.6 0.5
C -13.910691 9.576756 18.426035 -0.2 0.8 -0.3
C -14.242481 10.886624 18.113374 -0.2 -0.4 0.1
C -13.419152 11.613596 17.238343 0.4 -0.1 0.0
N -12.321712 11.109568 16.714699 -0.3 0.6 -0.4
C -12.002401 9.837432 17.006287 -0.3 0.6 0.0
C -15.424311 11.497905 18.674740 -0.4 0.1 0.5
C -16.373962 10.926208 19.481518 -0.5 0.9 0.1
C -17.382269 11.852954 19.894873 0.7 0.3 -0.6
C -17.175077 13.106129 19.358255 -0.1 -0.4 0.5
S -15.744858 13.163092 18.431220 -0.3 0.2 -0.1
C -9.180553 7.601108 16.171261 0.6 -0.7 0.1
H -4.350618 6.086950 13.752869 -0.2 0.0 0.0
H -4.501934 8.445425 12.696523 -0.7 -0.2 0.3
H -6.662059 9.745499 13.497743 0.0 -0.5 0.0
H -8.433750 10.430648 14.509838 -0.1 -0.4 0.1
H -10.776642 6.207795 17.755991 -0.3 0.3 0.2
H -12.922691 7.059352 18.745271 0.2 0.2 -0.2
H -14.525291 9.013593 19.120721 0.2 -0.1 -0.2
H -13.619226 12.648358 16.979740 -0.2 -0.1 0.0
H -16.390311 9.904584 19.800960 0.1 -0.4 0.0
H -18.179947 11.578055 20.561866 -0.2 0.1 0.0
H -17.748483 14.017751 19.502278 0.1 -0.3 0.0
H -8.834848 6.604701 16.444691 0.0 0.1 -0.2
N -8.154718 13.426605 14.884680 -0.6 0.0 -0.9
C -7.313747 14.110188 14.069188 -0.4 0.2 0.7
C -7.973359 14.321758 12.875953 0.8 0.4 -0.3
C -9.209908 13.715370 13.045812 -0.8 -0.4 0.0
N -9.346010 13.174342 14.255526 1.1 0.3 0.0
H -8.116750 13.233124 15.879107 0.1 0.1 -0.1
H -6.373753 14.494051 14.445923 -0.1 -0.2 -0.2
H -7.605308 14.886507 12.013617 -0.2 -0.4 0.5
H -10.032136 13.651929 12.340592 0.2 0.0 0.2

# 2
90
Properties=species:S:1:pos:R:3:forces:R:3 method="wB97M-V/def2-TZVPD" fmax_ev_per_a=0.8 relative_energy_kcal_mol=6.88 lumo_energy_ev="-1.1 / -1.1" homo_lumo_gap_ha="0.2557 / 0.2557"
Mo -0.027133 -1.002685 0.313206 0.0 0.2 0.1
O 3.729089 -1.936776 -4.289239 0.0 0.0 0.0
C 2.866004 -2.944622 -3.965200 0.0 0.0 0.0
C 2.961209 -4.138187 -4.665755 0.0 0.0 0.0
C 2.099660 -5.180304 -4.364525 0.0 0.0 0.0
C 1.136563 -5.037431 -3.375565 0.0 0.0 0.0
C 1.054292 -3.850557 -2.665424 0.0 0.0 0.0
C 1.923260 -2.805660 -2.943827 0.0 0.0 0.0
C 1.898099 -1.515490 -2.169263 0.2 0.1 0.1
O 0.951948 -1.518594 -1.141102 -0.6 -0.5 0.4
N 1.582418 -0.415478 -3.069604 0.0 0.0 -0.1
N 1.452096 0.761091 -2.366039 0.1 0.0 0.0
C 0.556539 1.577625 -2.739271 0.0 -0.1 -0.1
C 0.309095 2.825133 -2.021869 0.0 0.0 0.1
Br 1.077250 2.951019 -0.289659 0.0 0.0 0.0
C -0.469021 3.818808 -2.457603 0.0 0.0 0.0
C -1.093157 3.910102 -3.787723 0.0 0.0 0.0
C -2.375545 4.452017 -3.888400 0.0 0.0 0.0
C -3.007585 4.545823 -5.116328 0.0 0.0 0.0
C -2.359517 4.120068 -6.268365 0.0 0.0 0.0
C -1.070515 3.615408 -6.185573 0.0 0.0 0.0
C -0.438935 3.515867 -4.955740 0.0 0.0 0.0
H 3.321906 -1.092372 -4.039453 0.0 0.0 0.0
H 3.708259 -4.225248 -5.443036 0.0 0.0 0.0
H 2.179035 -6.110305 -4.912569 0.0 0.0 0.0
H 0.462027 -5.850399 -3.145871 0.0 0.0 0.0
H 0.326609 -3.734870 -1.874029 0.0 0.0 0.0
H 2.873031 -1.302344 -1.720122 0.0 0.0 0.0
H 0.764406 -0.647656 -3.637213 0.0 0.0 0.0
H -0.105077 1.365011 -3.584467 0.0 0.0 0.0
H -0.681396 4.633431 -1.774886 0.0 0.0 0.0
H -2.883946 4.784112 -2.991174 0.0 0.0 0.0
H -4.006567 4.957798 -5.175787 0.0 0.0 0.0
H -2.851928 4.197133 -7.228562 0.0 0.0 0.0
H -0.548963 3.307508 -7.082324 0.0 0.0 0.0
H 0.582100 3.160273 -4.904599 0.0 0.0 0.0
N 7.634044 -1.938302 3.750555 0.0 0.0 0.0
C 6.379491 -2.276628 3.271007 0.0 0.0 0.0
C 5.435081 -2.870514 4.112440 0.0 0.0 0.0
C 4.168026 -3.165173 3.647974 0.0 0.0 0.0
C 3.834429 -2.875844 2.333438 0.0 0.0 0.0
C 4.761779 -2.285751 1.484321 0.0 0.0 0.0
C 6.025370 -1.985009 1.949084 0.0 0.0 0.0
S 2.234006 -3.256662 1.726344 0.0 0.1 0.0
O 1.568037 -4.093515 2.679845 0.0 0.0 0.0
O 2.348290 -3.677039 0.358551 0.0 0.0 0.0
N 1.475436 -1.796029 1.637549 0.0 0.1 0.1
C 1.112940 -1.072163 2.720049 0.1 0.1 -0.2
N 1.588329 -1.148871 3.951939 0.0 0.1 0.1
C 1.068443 -0.276165 4.805723 0.0 -0.1 0.0
C 0.106523 0.671664 4.467340 0.0 0.0 -0.1
C -0.345557 0.676455 3.163960 0.0 0.0 0.1
N 0.163068 -0.198063 2.300402 -0.2 -0.1 -0.2
H 7.945091 -2.433111 4.569774 0.0 0.0 0.0
H 8.356345 -1.817267 3.060359 0.0 0.0 0.0
H 5.701241 -3.096500 5.137836 0.0 0.0 0.0
H 3.427581 -3.615378 4.293459 0.0 0.0 0.0
H 4.493756 -2.079804 0.456370 0.0 0.0 0.0
H 6.751552 -1.527020 1.288813 0.0 0.0 0.0
H 1.442156 -0.332703 5.822122 0.0 0.0 0.0
H -0.285400 1.360924 5.198441 0.0 0.0 0.0
H -1.118342 1.335958 2.790476 0.0 0.0 0.0
Br -2.990647 0.259463 -5.195817 0.0 0.0 0.0
C -3.453127 1.029095 -3.536261 0.0 0.0 0.0
C -4.480583 1.960244 -3.466037 0.0 0.0 0.0
N -4.824960 2.565520 -2.334986 0.0 0.0 0.0
C -4.148742 2.255961 -1.232891 0.0 0.0 0.0
C -3.112158 1.331028 -1.213733 0.0 0.0 0.0
C -2.757509 0.692507 -2.394549 0.0 0.0 0.0
C -2.392676 1.049627 0.060726 -0.4 0.1 0.3
O -2.777834 1.416460 1.142644 0.1 0.0 -0.1
O -1.281109 0.352179 -0.128892 0.5 -0.1 0.0
H -5.032653 2.228692 -4.358732 0.0 0.0 0.0
H -4.433081 2.758890 -0.317069 0.0 0.0 0.0
H -1.968659 -0.047844 -2.413337 0.0 0.0 0.0
O -1.395942 -2.245579 3.441179 0.0 0.0 0.0
C -1.933398 -2.493890 2.394776 0.1 -0.2 0.2
N -1.407530 -2.271874 1.107578 0.4 0.3 -0.3
C -2.319028 -2.710249 0.152823 -0.2 0.0 -0.3
O -2.109310 -2.652761 -1.039920 -0.1 0.1 -0.1
C -3.537697 -3.196930 0.849286 0.1 -0.1 0.1
C -4.728234 -3.692896 0.357478 0.0 0.0 0.0
C -5.687423 -4.071213 1.290783 0.0 0.0 0.0
C -5.446399 -3.957792 2.659214 0.0 0.0 0.0
C -4.240124 -3.459711 3.141531 0.0 0.0 0.0
C -3.298676 -3.082608 2.206695 0.0 0.0 0.0
H -4.900791 -3.780856 -0.706541 0.0 0.0 0.0
H -6.638151 -4.462231 0.953240 0.0 0.0 0.0
H -6.215649 -4.263674 3.355803 0.0 0.0 0.0
H -4.040659 -3.367764 4.200374 0.0 0.0 0.0

# 3
86
Properties=species:S:1:pos:R:3:forces:R:3 method="wB97M-V/def2-TZVPD" fmax_ev_per_a=0.1 relative_energy_kcal_mol=0.00 lumo_energy_ev=-2.7 homo_lumo_gap_ha=0.2884 total_charge=+1
In 0.589892 -0.333827 0.242251 0.1 0.0 0.1
C -2.360811 -0.860329 7.952980 0.0 0.0 0.0
C -1.459601 -0.926103 6.752441 0.0 0.0 0.0
C -1.970772 -0.801429 5.461299 0.0 0.0 0.0
C -1.139489 -0.868602 4.357335 0.0 0.0 0.0
C 0.222257 -1.061156 4.541914 0.0 0.0 0.0
C 0.755618 -1.188283 5.815825 0.0 0.0 0.0
C -0.089900 -1.120087 6.911202 0.0 0.0 0.0
S 1.296080 -1.152579 3.147442 0.0 0.0 0.0
O 2.637214 -1.225161 3.643219 0.0 0.0 0.0
O 0.812113 -2.192740 2.250187 0.0 0.0 0.0
N 1.018354 0.168336 2.267137 0.0 0.0 0.0
C 1.465707 1.444398 2.573977 0.0 0.0 0.0
C 1.909035 1.888532 3.794960 0.0 0.0 0.0
C 2.314010 3.227893 3.972021 0.0 0.0 0.0
C 2.286050 4.124756 2.945316 0.0 0.0 0.0
C 1.847800 3.701758 1.668959 0.0 0.0 0.0
C 1.813070 4.553578 0.545490 0.0 0.0 0.0
C 1.403482 4.074276 -0.667481 0.0 0.0 0.0
C 1.017001 2.731475 -0.767342 0.0 0.0 0.0
N 1.022336 1.911456 0.263892 0.0 0.0 0.0
C 1.436868 2.366625 1.483689 0.0 0.0 0.0
H -3.386393 -0.630650 7.669339 0.0 0.0 0.0
H -2.020435 -0.095796 8.652193 0.0 0.0 0.0
H -2.361760 -1.811994 8.486437 0.0 0.0 0.0
H -3.034488 -0.648559 5.324123 0.0 0.0 0.0
H -1.541837 -0.769348 3.357007 0.0 0.0 0.0
H 1.819326 -1.342066 5.936247 0.0 0.0 0.0
H 0.322201 -1.220213 7.907963 0.0 0.0 0.0
H 1.964099 1.205168 4.630454 0.0 0.0 0.0
H 2.657853 3.538593 4.949555 0.0 0.0 0.0
H 2.601574 5.150050 3.084729 0.0 0.0 0.0
H 2.122933 5.585370 0.657713 0.0 0.0 0.0
H 1.380130 4.701728 -1.546597 0.0 0.0 0.0
H 0.699685 2.309894 -1.711324 0.0 0.0 0.0
O -0.296449 0.209353 -1.731922 0.0 0.1 0.0
S -0.380199 -0.734479 -2.933562 0.0 0.0 -0.1
C -1.011737 0.311209 -4.228979 0.0 0.0 0.0
C -1.486618 1.579064 -3.939225 0.0 0.0 0.0
C -1.971810 2.361990 -4.978790 0.0 0.0 0.0
C -1.973099 1.873792 -6.276649 0.0 0.0 0.0
C -1.484698 0.601424 -6.549982 0.0 0.0 0.0
C -0.993555 -0.188115 -5.523990 0.0 0.0 0.0
C -1.797868 -1.775454 -2.669923 0.0 -0.1 0.0
C -1.567490 -3.143118 -2.639275 0.0 0.0 0.0
C -2.640391 -4.002159 -2.437583 0.0 0.0 0.0
C -3.913822 -3.485168 -2.255722 0.0 0.0 0.0
C -4.129066 -2.109641 -2.275489 0.0 0.0 0.0
C -3.070253 -1.245566 -2.490378 0.0 0.0 0.0
H -1.473460 1.941529 -2.920050 0.0 0.0 0.0
H -2.347235 3.355077 -4.771142 0.0 0.0 0.0
H -2.349706 2.488291 -7.083144 0.0 0.0 0.0
H -1.479280 0.228214 -7.564891 0.0 0.0 0.0
H -0.603260 -1.178019 -5.729123 0.0 0.0 0.0
H -0.561552 -3.523649 -2.760942 0.0 0.0 0.0
H -2.478179 -5.071572 -2.422950 0.0 0.0 0.0
H -4.750490 -4.154362 -2.102177 0.0 0.0 0.0
H -5.127881 -1.716378 -2.136949 0.0 0.0 0.0
H -3.229411 -0.174828 -2.531303 0.0 0.0 0.0
O 2.526762 -0.941579 -0.580329 0.0 0.0 0.0
C 2.083392 -2.076792 -0.925149 0.0 0.0 0.0
O 0.855997 -2.341055 -0.742466 0.0 0.0 0.0
C 2.982207 -3.071148 -1.558199 0.0 0.0 0.0
C 4.279935 -2.703838 -1.898195 0.0 0.0 0.0
C 5.116208 -3.619817 -2.513029 0.0 0.0 0.0
C 4.625746 -4.887522 -2.763944 0.0 0.0 0.0
C 3.345699 -5.282990 -2.421959 0.0 0.0 0.0
C 2.517132 -4.357176 -1.813084 0.0 0.0 0.0
N 5.512605 -5.870046 -3.430910 0.0 0.0 0.0
O 6.629620 -5.502647 -3.722046 0.0 0.0 0.0
O 5.057570 -6.973078 -3.645007 0.0 0.0 0.0
H 4.623682 -1.703420 -1.677012 0.0 0.0 0.0
H 6.127623 -3.370363 -2.795852 0.0 0.0 0.0
H 3.023802 -6.291851 -2.631131 0.0 0.0 0.0
H 1.512470 -4.627545 -1.518761 0.0 0.0 0.0
Br -5.927983 -2.111169 1.462822 0.0 0.0 0.0
C -4.145290 -1.610149 1.165969 0.0 0.0 0.0
C -3.811664 -0.267901 1.050454 0.0 0.0 0.0
C -2.493502 0.047373 0.796231 0.0 0.0 0.0
N -1.543164 -0.884000 0.668688 0.0 0.0 0.0
C -1.869075 -2.174714 0.793040 0.0 0.0 0.0
C -3.166089 -2.580972 1.041800 0.0 0.0 0.0
H -4.554879 0.509363 1.150179 0.0 0.0 0.0
H -2.180632 1.079825 0.692903 0.0 0.0 0.0
H -1.059147 -2.885373 0.699016 0.0 0.0 0.0
H -3.400340 -3.631175 1.133802 0.0 0.0 0.0